{"formula": "C4H5NO2", "method": "ωB97M-V with the def2-TZVPD basis set", "species": ["C", "O", "C", "N", "O", "C", "C", "H", "H", "H", "H", "H"], "coordinates": [[-0.272, -2.038, -0.628], [-0.941, -0.808, -1.015], [-0.534, 0.393, -0.256], [-1.517, -0.152, 0.353], [0.094, 1.855, 1.852], [0.687, 2.070, 0.803], [0.456, 1.303, -0.400], [0.539, -1.820, 0.069], [-1.045, -2.646, -0.160], [0.108, -2.506, -1.536], [1.453, 2.869, 0.751], [0.970, 1.478, -1.338]], "relative_energy_kcal_mol": 126.6, "gap_ha": 0.3389, "lumo_energy_ev": 0.4528, "e_tot_ev": -9808.8246}